1.
15
Properties=species:S:1:pos:R:3 method="wB97M-V/def2-TZVPD" e_homo_ev=-9.1 charge=0 lumo_energy_ev=-1.43
C 0.6558 1.1341 -1.8172
C 1.2152 -0.7037 -0.5900
C 0.1011 0.0201 -0.0984
C 2.9295 -1.9076 1.5717
C -0.8159 -0.1898 1.0857
N -0.1287 1.1251 -0.7758
N 1.5136 0.0510 -1.7743
O 2.6720 -3.3389 -0.7589
S 2.1269 -2.3836 0.1696
H 0.4993 1.9104 -2.5017
H 3.5752 -2.6780 1.9213
H -0.5444 -0.1131 2.1512
H -1.6882 0.4845 0.9777
H -1.3621 -1.2334 1.0977
H 2.0040 -0.2069 -2.6095

=====

2.
14
Properties=species:S:1:pos:R:3 method="wB97M-V/def2-TZVPD" e_homo_ev="-8.7 / -8.7" charge=0 lumo_energy_ev="-1.21 / -1.21"
C -1.4833 -1.3104 0.3230
C 2.2574 -0.6255 -0.3011
C -0.7797 2.0693 -0.0316
C -0.1883 -1.7934 0.4138
C 1.0190 0.0183 -0.3512
N -2.5414 -0.8622 0.2336
N 3.2596 -1.1851 -0.2636
S 0.7578 1.3956 0.6758
H -1.6275 1.5276 0.3716
H -0.7521 1.9895 -1.1135
H -0.8256 3.1111 0.2649
H 0.1344 -2.5234 -0.3086
H 0.2464 -1.8614 1.3976
H 0.5230 0.0501 -1.3107

=====

Energy relative to the best compared isomer or geometry (same formula, charge and spin)
In order: 586.6, 322.2
Unit: kJ/mol
F_max
In order: 0.084, 0.064
Unit: Eh/bohr